A 4-piece molecular cluster, CH10O4 overall at a distorted geometry. Source: the Open Molecules 2025 dataset; level of theory: ωB97M-V/def2-TZVPD.

Structure (XYZ):
```
15
Properties=species:S:1:pos:R:3:mulliken_charge:R:1
C -0.7133 -2.0506 -0.4450 -0.57
O 0.6002 -1.5218 -0.1004 -0.53
H -0.7386 -3.0158 0.0524 0.23
H -0.7750 -2.1661 -1.5237 0.28
H -1.5030 -1.3998 -0.0627 0.23
H 0.7273 -0.8967 -0.8151 0.37
O -0.6378 2.5825 0.3662 -0.66
H -1.3522 2.8541 0.9563 0.32
H -0.3091 1.8381 0.9043 0.39
O 0.7337 0.7493 -1.7739 -0.65
H 1.5316 1.1375 -2.1423 0.31
H 0.4521 1.5055 -1.2317 0.33
O 0.4654 0.4919 1.8643 -0.69
H 0.6384 0.0046 2.6989 0.30
H 0.8804 -0.1127 1.2524 0.33
```

relative energy (zero: lowest compared OMol25 entry of this formula, charge and spin): 7.3 kcal/mol
SMILES: CO.O.O.O
orbital gap: 11.1 eV
net charge: 0